1.
{"formula": "C24H28AsCl2IrN4O3Si", "method": "ωB97M-V/def2-TZVPD", "charge": 0, "spin_multiplicity": 1, "e_above_lowest_kj_mol": 0.00, "e_lumo_ev": [-0.75, -0.86], "homo_energy_ha": [-0.2595, -0.2675], "fmax_ha_per_bohr": 0.0603, "elements": ["Ir", "Cl", "C", "C", "C", "N", "C", "O", "C", "C", "C", "C", "C", "N", "C", "C", "C", "Cl", "N", "C", "O", "C", "C", "C", "C", "C", "N", "H", "H", "H", "H", "H", "H", "H", "H", "H", "H", "C", "Si", "C", "C", "O", "H", "H", "H", "H", "H", "H", "H", "H", "H", "C", "As", "C", "C", "H", "H", "H", "H", "H", "H", "H", "H", "H"], "positions_angstrom": [[0.147908, -0.011654, 0.263407], [4.307249, -5.100727, 2.330772], [3.758333, -3.594744, 1.665855], [2.489141, -3.547891, 1.106610], [2.017567, -2.342888, 0.607738], [0.716984, -2.076626, 0.135471], [0.014437, -3.116007, -0.376807], [0.466065, -4.207221, -0.705554], [-1.458900, -2.888432, -0.434273], [-2.339939, -3.882590, -0.827211], [-3.692822, -3.646616, -0.668065], [-4.095297, -2.445107, -0.100750], [-3.129828, -1.511605, 0.239020], [-1.830950, -1.722320, 0.055256], [2.806119, -1.223785, 0.643190], [4.084401, -1.262911, 1.171029], [4.555870, -2.457528, 1.697461], [6.146718, -2.480486, 2.392261], [2.124962, -0.063580, 0.177804], [2.881477, 0.913180, -0.373272], [4.059315, 0.833732, -0.694762], [2.158732, 2.203635, -0.474018], [2.796661, 3.376670, -0.830817], [2.091424, 4.559581, -0.725617], [0.788552, 4.516509, -0.249291], [0.225584, 3.293340, 0.060422], [0.893316, 2.147237, -0.064214], [1.883415, -4.439292, 1.063270], [-1.937740, -4.805728, -1.220193], [-4.421367, -4.394228, -0.955918], [-5.139964, -2.225705, 0.080155], [-3.382503, -0.565944, 0.671572], [4.713652, -0.387070, 1.176443], [3.825082, 3.319902, -1.158501], [2.553446, 5.502995, -0.987071], [0.205619, 5.418393, -0.116264], [-0.773044, 3.208914, 0.424504], [-2.885893, 3.381153, 1.479603], [-2.850402, 2.096661, 0.097852], [-2.746604, 2.979410, -1.530985], [-4.578277, 1.377439, 0.186580], [-1.604137, 1.037429, 0.262776], [-3.880108, 3.834167, 1.523509], [-2.172327, 4.199590, 1.369644], [-2.698871, 2.912209, 2.452089], [-3.578040, 3.681425, -1.646282], [-2.792109, 2.263546, -2.356468], [-1.813858, 3.541033, -1.633530], [-5.286888, 2.209106, 0.126738], [-4.778481, 0.852505, 1.125491], [-4.798772, 0.695387, -0.637631], [1.197296, -1.292278, 3.567861], [0.121904, 0.030693, 2.674348], [-1.604497, -0.218271, 3.487453], [0.733733, 1.668610, 3.482991], [1.085130, -1.173988, 4.645375], [2.241692, -1.171842, 3.282820], [0.872305, -2.285468, 3.262820], [-1.500809, -0.176902, 4.570878], [-2.003919, -1.186127, 3.188412], [-2.280168, 0.563751, 3.144072], [0.698046, 1.572298, 4.567056], [0.098766, 2.493814, 3.161761], [1.756374, 1.864259, 3.162186]], "forces_ev_per_a": [[2.8, 0.2, 1.4], [0.0, 0.1, 0.0], [-0.1, -0.1, 0.0], [0.1, -0.1, 0.1], [-0.7, -0.2, -0.2], [-0.7, -0.1, 0.3], [-0.1, -0.2, -0.1], [0.1, 0.1, 0.0], [0.2, 0.1, 0.0], [0.1, -0.1, -0.1], [0.0, 0.0, 0.0], [-0.1, 0.0, 0.0], [0.0, -0.3, -0.2], [-1.3, -0.2, 0.1], [0.1, 0.8, -0.3], [0.2, 0.0, 0.1], [0.1, 0.2, 0.0], [-0.1, 0.0, 0.0], [1.6, -0.6, 0.2], [0.3, -0.1, -0.2], [0.0, 0.1, 0.1], [-0.2, -0.1, 0.1], [0.0, -0.1, 0.0], [0.0, 0.1, 0.0], [0.0, 0.1, 0.0], [0.4, -0.1, -0.1], [-0.7, 0.7, -0.1], [0.1, 0.0, 0.0], [0.0, 0.0, 0.0], [0.0, 0.0, 0.0], [0.0, 0.0, 0.0], [-0.1, 0.1, 0.1], [0.0, 0.0, 0.0], [0.0, 0.0, 0.0], [0.0, 0.0, 0.0], [0.0, 0.0, 0.0], [-0.1, 0.0, 0.1], [0.1, 0.1, 0.2], [0.6, -0.8, 0.2], [0.1, 0.2, -0.3], [-0.2, -0.2, 0.0], [-2.0, 0.8, 0.1], [0.0, 0.0, 0.0], [0.0, 0.0, 0.0], [0.0, 0.0, 0.0], [0.0, 0.0, 0.0], [0.0, 0.0, 0.0], [-0.1, 0.0, -0.1], [0.0, 0.0, 0.0], [0.0, 0.1, 0.0], [0.0, 0.0, 0.0], [0.1, -0.1, -0.1], [-0.1, -0.2, -0.8], [-0.2, 0.0, -0.2], [0.1, 0.2, -0.2], [0.0, 0.0, 0.0], [0.0, 0.0, 0.0], [0.0, 0.0, 0.0], [0.0, 0.0, 0.0], [0.0, 0.0, 0.0], [0.0, 0.0, 0.0], [0.0, 0.0, 0.0], [0.0, 0.0, 0.0], [0.0, 0.0, 0.0]]}



2.
{"formula": "C24H28BClF3N3O11S2", "method": "ωB97M-V/def2-TZVPD", "charge": 0, "spin_multiplicity": 1, "e_lumo_ev": -2.47, "homo_energy_ha": -0.3324, "fmax_ha_per_bohr": 0.0313, "elements": ["C", "C", "C", "O", "C", "C", "C", "C", "O", "C", "F", "F", "F", "C", "N", "C", "C", "C", "O", "Cl", "C", "C", "C", "C", "S", "C", "S", "N", "C", "C", "N", "C", "H", "H", "H", "H", "H", "H", "H", "H", "H", "H", "H", "H", "H", "H", "H", "H", "H", "H", "H", "H", "H", "H", "H", "H", "H", "H", "H", "H", "B", "O", "C", "O", "C", "O", "O", "O", "C", "O", "C", "O", "O"], "positions_angstrom": [[-4.408823, -2.703468, 1.030917], [-3.224856, -2.063053, 0.296549], [-3.399288, -0.563376, 0.138678], [-2.118415, 0.075621, 0.083306], [-2.055252, 1.351162, 0.617925], [-0.890672, 1.369637, 1.669183], [-1.214570, 0.215724, 2.649019], [-1.191783, 0.489832, 4.165620], [-1.306709, -0.730322, 4.866531], [0.074379, 1.179952, 4.696236], [-0.182708, 2.501484, 4.883523], [1.093278, 1.121600, 3.826273], [0.498302, 0.689784, 5.844205], [-0.919398, 2.729408, 2.222238], [0.141583, 3.381533, 1.967495], [1.167309, 2.680671, 1.182337], [1.406651, 3.522509, -0.075192], [2.416190, 4.582078, 0.217636], [2.435003, 5.164376, 1.241530], [3.556501, 4.896849, -1.047911], [0.449579, 1.330663, 0.854935], [1.359612, 0.119459, 0.987166], [2.413447, 0.069084, -0.151426], [3.843507, 0.168339, 0.402460], [4.734467, -1.362730, 0.737217], [3.470753, -2.381801, 1.482342], [3.435453, -2.710492, 3.054804], [2.559039, -2.892165, 0.573438], [2.758462, -3.120997, -0.789244], [1.575098, -3.601393, -1.277341], [0.643334, -3.693462, -0.266258], [1.248282, -3.292299, 0.813935], [-4.069085, -3.470142, 1.718950], [-4.979366, -1.984580, 1.614066], [-5.095229, -3.187152, 0.345113], [-3.129034, -2.510764, -0.682480], [-2.323031, -2.214527, 0.882132], [-3.979033, -0.184855, 0.982504], [-3.950580, -0.327856, -0.768892], [-2.988369, 1.644325, 1.105356], [-1.873505, 2.091230, -0.164641], [-0.587658, -0.642654, 2.439794], [-2.234283, -0.092589, 2.451062], [-2.057051, 1.097753, 4.432302], [-1.653473, -1.406721, 4.277954], [-1.737479, 3.138689, 2.792909], [0.320824, 4.336705, 2.271353], [2.068316, 2.531936, 1.762686], [1.711047, 2.919181, -0.919963], [0.484817, 4.017032, -0.368876], [0.202207, 1.359886, -0.200653], [0.771943, -0.789494, 0.971162], [1.918195, 0.141263, 1.913471], [2.260394, -0.822347, -0.747371], [2.284822, 0.918037, -0.814379], [3.809620, 0.766169, 1.310288], [4.490690, 0.672145, -0.307134], [3.672802, -2.904523, -1.299167], [1.463152, -3.804760, -2.328515], [0.828640, -3.246353, 1.801587], [-0.467570, -0.513960, -5.516095], [-1.425545, -1.345912, -4.750757], [-0.790187, -2.387681, -4.240059], [-1.257632, -3.258318, -3.560625], [0.682591, -2.291321, -4.651371], [1.540207, -3.059051, -4.302227], [0.835001, -1.218047, -5.399056], [-0.879029, -0.350824, -6.914605], [-1.033020, 0.943674, -7.183569], [-1.365064, 1.416666, -8.230141], [-0.708933, 1.729357, -5.898255], [-0.743843, 2.918836, -5.763834], [-0.385027, 0.847344, -4.958153]], "forces_ev_per_a": [[0.0, -0.1, -0.1], [-0.4, 0.3, 0.3], [-0.1, -0.2, -0.2], [0.0, -0.1, 0.1], [-0.1, 0.1, 0.0], [-0.4, -0.4, -1.1], [0.1, 0.6, 0.6], [-0.1, -0.8, -0.1], [0.1, 0.1, -0.1], [-0.3, 0.1, 0.3], [0.0, 0.1, 0.0], [0.3, 0.0, -0.2], [0.0, 0.0, 0.0], [0.5, -0.5, 0.4], [0.3, 0.7, 0.6], [-1.0, -0.6, -1.0], [0.4, -0.4, -0.1], [-0.1, -0.2, -0.8], [0.1, 0.7, 1.3], [0.2, 0.1, -0.3], [0.4, 0.1, 0.4], [0.4, 0.0, -0.3], [0.0, 0.2, 0.5], [-0.5, 0.0, -0.3], [0.4, -0.2, 0.2], [-0.1, 0.1, -0.3], [-0.1, 0.0, 0.5], [-0.2, -0.3, -0.4], [-0.8, -0.1, -0.3], [1.5, 0.5, 0.1], [0.0, 0.1, 0.6], [0.0, -0.2, -0.3], [0.1, -0.2, 0.1], [-0.1, 0.1, 0.1], [-0.2, 0.0, -0.1], [0.5, -0.2, -0.1], [0.3, -0.1, -0.2], [0.1, 0.2, 0.2], [-0.1, 0.1, -0.1], [-0.2, -0.1, 0.1], [0.2, 0.1, -0.1], [0.3, 0.0, -0.1], [-0.2, -0.2, -0.1], [0.1, 0.4, 0.1], [0.0, -0.1, 0.0], [-0.1, 0.3, 0.1], [-0.1, 0.0, 0.0], [0.1, 0.2, 0.3], [0.1, -0.2, -0.1], [-0.2, 0.1, -0.1], [-0.4, 0.1, -0.2], [-0.2, -0.1, -0.1], [-0.2, -0.1, 0.5], [0.1, 0.0, -0.2], [-0.1, 0.1, -0.2], [0.2, 0.1, 0.2], [0.2, 0.1, -0.1], [0.2, 0.0, 0.1], [-0.7, -0.3, 0.1], [0.0, 0.0, 0.2], [0.0, -0.1, -0.1], [0.2, 0.0, 0.0], [-0.4, -0.2, 0.1], [0.0, 0.2, 0.0], [0.4, -0.1, 0.1], [0.0, 0.2, -0.2], [-0.1, 0.0, 0.1], [0.0, 0.2, 0.2], [-0.1, -0.2, -0.4], [0.1, 0.0, 0.2], [0.1, 0.2, 0.3], [0.0, -0.1, 0.0], [0.0, 0.1, -0.1]]}



3.
{"formula": "C24H28BF4N4", "method": "ωB97M-V/def2-TZVPD", "charge": 3, "spin_multiplicity": 1, "e_lumo_ev": -9.76, "homo_energy_ha": -0.6644, "fmax_ha_per_bohr": 0.0412, "elements": ["C", "N", "C", "C", "C", "C", "C", "C", "C", "C", "N", "C", "C", "C", "H", "H", "H", "H", "H", "H", "H", "H", "H", "H", "H", "H", "H", "H", "C", "N", "C", "C", "C", "C", "C", "C", "C", "C", "N", "C", "C", "C", "H", "H", "H", "H", "H", "H", "H", "H", "H", "H", "H", "H", "H", "H", "B", "F", "F", "F", "F"], "positions_angstrom": [[0.660787, 2.771396, -4.928674], [1.238682, 1.736674, -4.022252], [1.826127, 2.089068, -2.853928], [2.130047, 1.134515, -1.898983], [1.779435, -0.219968, -2.092852], [1.174697, -0.486718, -3.329955], [0.805126, 0.477160, -4.240982], [2.160658, -1.210161, -1.029808], [2.967260, -2.258836, -1.392250], [3.115270, -3.333521, -0.510506], [2.588164, -3.283573, 0.735275], [1.955673, -2.185578, 1.160798], [1.638836, -1.205756, 0.260917], [2.802016, -4.421620, 1.675230], [1.182545, 2.689193, -5.879659], [0.799015, 3.752347, -4.482222], [-0.399523, 2.548560, -5.007528], [1.979532, 3.150919, -2.727632], [2.493372, 1.583109, -0.981240], [0.905600, -1.500887, -3.600797], [0.243052, 0.173924, -5.111560], [3.337893, -2.402666, -2.397762], [3.476010, -4.314168, -0.787247], [1.591044, -2.130733, 2.174681], [1.074536, -0.356746, 0.620738], [3.859114, -4.674208, 1.664607], [2.212508, -5.228657, 1.243232], [2.467302, -4.076438, 2.647310], [0.517234, 0.782923, 5.160610], [-0.298498, 0.721345, 3.916328], [-0.271725, 1.781302, 3.072710], [-1.066977, 1.721815, 1.914213], [-1.889492, 0.658111, 1.646036], [-1.837560, -0.461362, 2.504015], [-1.022034, -0.366930, 3.604556], [-2.815608, 0.578314, 0.503335], [-3.463053, 1.761222, 0.105920], [-4.379956, 1.775148, -0.931018], [-4.609854, 0.617663, -1.585642], [-4.013639, -0.529284, -1.226968], [-3.159777, -0.605384, -0.137746], [-5.550763, 0.599768, -2.709481], [1.235521, 1.594383, 5.179391], [1.018500, -0.180758, 5.254817], [-0.222467, 0.743829, 5.960762], [0.299747, 2.629478, 3.416155], [-1.035573, 2.618512, 1.309984], [-2.446792, -1.353564, 2.529420], [-0.928210, -1.219661, 4.264236], [-3.202848, 2.668021, 0.631948], [-4.850304, 2.682564, -1.281559], [-4.230184, -1.403072, -1.824088], [-2.754225, -1.578999, 0.096652], [-5.578346, -0.332915, -3.263512], [-5.133726, 1.319964, -3.419650], [-6.515296, 1.017746, -2.430056], [3.262802, 0.623200, 2.593285], [3.959750, 1.509228, 3.351743], [3.954560, 0.077649, 1.480742], [2.884040, -0.508406, 3.340566], [2.079979, 1.241517, 2.065346]], "forces_ev_per_a": [[0.6, -0.1, 0.2], [-1.7, 0.3, 0.2], [-0.2, -0.7, -0.9], [-0.7, 0.5, 0.2], [0.9, 1.9, 0.0], [-0.3, -1.4, 0.4], [1.7, -0.3, 1.1], [-0.8, -0.1, -0.5], [0.1, -2.0, 0.1], [-0.8, 0.4, 0.2], [1.0, 0.4, 0.0], [-0.6, -0.2, -0.4], [0.2, 1.3, -0.3], [-0.1, 0.3, -0.9], [-0.2, 0.2, -0.1], [0.1, 0.0, -0.1], [0.0, 0.1, -0.3], [0.3, 0.0, 0.1], [0.4, -0.7, 0.2], [0.0, -0.1, 0.2], [0.1, 0.6, -0.3], [0.2, 0.2, 0.0], [0.5, 0.2, -0.2], [0.3, -0.2, 0.1], [0.0, 0.0, 0.0], [0.0, 0.0, 0.2], [0.0, -0.2, 0.5], [0.0, -0.4, 0.1], [-0.8, -1.7, 0.3], [0.7, 1.3, -1.0], [-1.1, -1.5, 0.2], [0.7, 1.3, 0.8], [-0.1, -1.9, 0.2], [0.6, 0.9, 0.9], [0.3, -0.5, 0.4], [-0.7, 0.8, -0.1], [0.1, -0.1, -0.3], [1.0, -0.5, 0.5], [-0.2, -0.5, 0.2], [0.1, -0.1, 0.5], [0.0, 0.3, -0.7], [0.3, 1.5, -1.3], [-0.2, 0.1, -0.1], [0.4, 0.2, -0.3], [0.2, 0.7, 0.3], [0.1, 0.1, -0.4], [-0.1, -0.1, -0.2], [-0.2, 0.1, -0.8], [0.0, 0.2, 0.3], [-0.3, 0.2, -0.1], [-0.2, -0.1, 0.0], [-0.2, 0.0, 0.0], [0.1, 0.1, 0.2], [-0.2, -0.3, 0.6], [-0.1, 0.0, -0.1], [-0.1, -0.5, 0.2], [0.7, -0.7, -0.5], [0.0, 0.1, -0.1], [0.0, 0.5, -0.1], [-0.8, -0.3, 0.5], [-0.6, 0.2, -0.1]]}